Formula: C7H23MnNO3P
Source: the OMol25 dataset
Level of theory: ωB97M-V/def2-TZVPD

## Properties
Lowest unoccupied orbital energy (alpha / beta) ... 3.24 / 3.21 eV
Relative energy (zero: lowest compared OMol25 entry of this formula, charge and spin) ... 1.283 eV
Charge ... -1
DFT total energy ... -2053.1506 Eh
2S+1 ... 6

Last column: Mulliken charge in e.
Geometry (Å):
C -1.01 1.87 -1.80  -0.653
Mn 0.09 0.26 -2.31  -0.108
N 1.28 -1.43 -3.12  -0.699
H 0.03 0.86 -3.80  -0.072
H 2.27 -1.19 -3.12  0.245
H -1.26 -0.11 -3.13  -0.209
H -1.44 2.35 -2.69  0.374
H -0.31 2.59 -1.33  0.259
H -1.82 1.64 -1.09  -0.041
H 1.21 -2.26 -2.51  0.287
H 1.02 -1.70 -4.08  0.226
C -3.08 -0.65 2.01  -1.341
C -2.45 0.00 0.79  -0.163
O -2.02 -1.04 -0.09  -0.561
P -0.30 -1.06 -0.29  0.758
O -0.04 -1.81 1.14  -0.516
C 0.75 -1.38 2.33  -0.323
C 0.42 0.03 2.78  -0.862
O 1.76 -0.97 -0.38  -0.648
C 2.48 0.14 0.00  -0.089
C 1.98 1.51 -0.48  -1.031
H -3.87 -1.33 1.66  0.372
H -3.54 0.14 2.63  0.348
H -2.35 -1.21 2.62  0.185
H -3.16 0.60 0.21  0.444
H -1.64 0.69 1.14  0.191
H 0.51 -2.08 3.14  0.330
H 1.82 -1.47 2.09  0.333
H -0.61 0.09 3.19  0.287
H 1.11 0.29 3.60  0.366
H 0.54 0.79 1.99  0.103
H 2.52 0.15 1.10  0.128
H 3.50 -0.01 -0.37  0.293
H 1.04 1.86 -0.01  0.096
H 2.73 2.26 -0.21  0.445
H 1.86 1.60 -1.59  0.244